No. 1
A structure of composition C7H7FeN2O6, computed with ωB97M-V/def2-TZVPD.

## Properties
<S²>: 8.82
Charge: +2
HOMO (alpha / beta) (eV): -14.11 / -17.60
2S+1: 6

Structure (XYZ):
```
23
Properties=species:S:1:pos:R:3:forces:R:3
O 2.334 0.460 2.019 -3.13 -0.07 -1.61
C 1.405 0.558 1.348 6.07 0.73 2.34
Fe -0.146 0.549 0.122 3.76 -1.54 1.31
O -0.935 -1.374 2.233 0.67 2.64 -2.46
C -0.640 -0.565 1.461 -2.35 -5.87 5.73
C -1.589 -0.079 -0.689 -8.08 -3.31 -4.23
O -2.493 -0.526 -1.248 2.85 1.28 1.42
C 0.330 1.321 -1.506 0.87 0.67 -3.85
O 0.169 1.508 -2.656 0.97 0.23 1.64
C -0.762 2.130 0.495 -2.87 8.69 1.91
O -1.020 3.241 0.690 0.77 -3.92 -0.68
H 1.289 1.478 -0.745 0.21 0.67 -1.43
C 0.852 -4.592 -1.624 -0.26 0.71 0.69
N 1.934 -3.647 -1.702 -0.93 -2.45 -0.08
C 1.747 -2.314 -1.496 -0.55 4.45 0.69
N 2.920 -1.584 -1.496 -1.26 -1.24 -0.52
O 0.630 -1.822 -1.285 1.63 -1.27 -0.17
H -0.023 -4.089 -1.198 0.22 -0.04 -0.28
H 1.141 -5.435 -0.987 0.29 -0.16 -0.21
H 0.597 -4.980 -2.618 0.18 -0.13 -0.26
H 2.873 -3.980 -1.874 0.41 -0.33 -0.14
H 2.808 -0.579 -1.554 0.18 -0.07 0.02
H 3.706 -1.983 -1.991 0.34 0.31 0.14
```
Forces are in eV/Å.

=====

No. 2
A structure of composition C7H7INO3S, computed with ωB97M-V/def2-TZVPD.

## Properties
Charge: -1
HOMO (eV): -3.39

Structure (XYZ):
```
20
Properties=species:S:1:pos:R:3:forces:R:3
C 1.627 1.591 0.798 -2.24 1.63 0.30
C -1.658 -0.968 -2.379 -0.65 -0.11 1.31
C 0.328 2.385 1.149 -0.51 -0.95 2.62
C 0.209 -1.649 0.088 -1.69 -0.61 -0.69
C 1.255 -0.647 -0.281 -0.85 2.38 0.74
C -0.435 1.314 0.339 -1.26 1.14 -0.71
C -1.247 -1.108 0.087 0.70 -0.19 0.68
N 0.846 0.772 0.096 2.55 -4.09 -2.30
O -0.891 -1.793 -2.630 1.13 -0.81 -0.90
O 2.813 1.727 0.937 0.72 -0.31 0.37
O -2.516 -0.202 -2.291 -0.87 1.14 -0.74
S -1.288 0.152 1.459 -0.73 -0.02 -1.04
I -2.613 -2.763 0.824 0.56 0.42 -0.22
H -0.144 2.186 2.163 1.44 0.78 -0.54
H 0.437 3.411 0.961 -0.59 1.47 -0.67
H 0.265 -2.382 -0.695 -0.14 -0.65 -0.42
H 0.477 -2.179 0.966 0.28 -0.30 1.33
H 2.125 -0.866 0.311 0.68 0.18 -0.03
H 1.491 -0.632 -1.322 0.14 -0.21 -0.77
H -1.082 1.650 -0.580 1.31 -0.89 1.66
```
Forces are in eV/Å.

=====

No. 3
The molecule C7H7N, computed with ωB97M-V/def2-TZVPD.

## Properties
Charge: 0
HOMO (eV): -8.62
SMILES: C1=C[C@@H]2[C@@H]3C=C[C@H]1N23

Structure (XYZ):
```
15
Properties=species:S:1:pos:R:3:forces:R:3
C 1.505 0.170 -0.082 5.27 -1.38 -7.86
C 1.000 -0.845 -0.817 1.81 -1.15 -0.59
C -0.147 -1.326 0.004 3.87 -3.78 -1.57
C -1.256 -0.506 0.098 -2.63 -0.44 0.49
C -1.218 0.650 -0.678 -0.36 5.20 0.18
C -0.264 1.521 -0.215 -2.05 1.20 -0.97
C 0.545 0.702 0.754 0.41 3.48 2.49
H 2.340 0.733 -0.674 -1.38 -0.49 1.80
H 1.377 -1.193 -1.902 -0.96 0.58 3.01
H -0.354 -2.433 -0.048 0.55 1.11 1.03
H -2.184 -1.071 0.039 -0.29 0.37 1.28
H -2.060 0.858 -1.330 0.39 0.22 -0.24
H -0.049 2.672 -0.410 -0.46 -2.93 0.01
H 1.089 1.396 1.394 -0.78 -0.33 1.52
N -0.163 -0.452 1.220 -3.38 -1.66 -0.57
```
Forces are in eV/Å.

=====

No. 4
The molecule C7H7N, computed with ωB97M-V/def2-TZVPD.

## Properties
Charge: 0
HOMO (eV): -9.25
SMILES: C=CC(=C)C(=C)C#N

Structure (XYZ):
```
15
Properties=species:S:1:pos:R:3:forces:R:3
C -1.859 0.549 1.169 1.57 0.94 -1.50
C -0.795 1.178 0.563 -1.18 0.36 1.28
C 0.448 0.574 0.048 2.51 2.96 -1.23
C 1.609 1.180 -0.481 -1.40 0.14 1.94
C 0.377 -0.806 -0.261 -3.37 -2.99 -2.14
C 1.169 -1.826 -0.005 -1.61 -2.03 -3.48
C -0.863 -1.121 -1.093 -4.25 0.37 -3.86
H -2.560 1.312 1.429 -0.93 -0.22 0.43
H -2.159 -0.511 1.263 0.77 0.74 0.06
H -0.974 2.288 0.482 0.85 -1.23 0.07
H 1.931 2.261 -0.288 -0.92 -1.58 -0.45
H 2.355 0.537 -0.991 -0.66 0.50 0.45
H 1.235 -2.793 -0.610 -0.88 1.38 1.22
H 1.929 -1.656 0.593 3.80 0.70 2.91
N -1.843 -1.166 -1.819 5.69 -0.04 4.29
```
Forces are in eV/Å.

=====

No. 5
The molecule C7H7N, computed with ωB97M-V/def2-TZVPD.

## Properties
Charge: 0
HOMO (eV): -7.48
SMILES: C1=Cc2cccn2C1

Structure (XYZ):
```
15
Properties=species:S:1:pos:R:3:forces:R:3
C 0.317 0.881 -1.324 0.92 3.19 -0.29
C -1.163 0.704 -1.553 -1.84 1.10 3.66
C -1.701 0.268 -0.307 -1.78 -0.36 -2.26
C -0.629 -0.150 0.670 -0.94 -0.09 -1.49
C -0.196 -1.116 1.652 -2.80 2.96 -1.53
C 1.177 -1.141 1.663 -0.37 1.83 -3.69
C 1.511 -0.317 0.500 5.70 -3.69 3.11
H 1.048 0.519 -2.176 -1.33 0.60 2.11
H 0.479 2.095 -1.089 -0.12 -2.98 -1.20
H -1.814 1.491 -2.062 1.15 -1.57 -0.01
H -2.908 0.226 -0.313 3.17 -0.06 0.84
H -1.063 -1.412 2.168 -0.15 -1.39 1.47
H 1.862 -1.839 2.033 0.69 -0.61 0.97
H 2.587 -0.499 0.129 -2.03 1.35 -0.03
N 0.494 0.292 0.007 -0.27 -0.29 -1.66
```
Forces are in eV/Å.

=====

No. 6
A structure of composition C7H7N2PS2, computed with ωB97M-V/def2-TZVPD.

## Properties
Charge: 0
HOMO (eV): -6.65

Structure (XYZ):
```
19
Properties=species:S:1:pos:R:3:forces:R:3
C 2.169 -0.464 0.683 0.14 -0.26 0.00
C 2.674 0.801 0.385 -0.04 -0.09 0.07
C 0.812 -0.688 0.603 -0.12 -0.01 0.13
C 1.819 1.812 0.028 0.19 -0.15 0.13
C -0.061 0.319 0.184 1.19 0.29 0.09
C 0.432 1.612 -0.111 -0.31 -0.07 -0.18
C -1.929 -1.151 -0.338 -0.08 0.23 -0.03
N -1.436 0.005 0.077 -0.70 -0.42 -0.05
N -1.272 -2.195 -0.846 -0.08 0.14 -0.07
P -2.907 0.833 0.716 0.94 0.01 -0.61
S -3.639 -1.135 -0.092 -0.06 0.26 0.27
S -0.534 2.915 -0.654 -1.05 -0.19 0.31
H 2.830 -1.266 0.982 0.00 0.00 0.06
H 3.736 0.989 0.455 0.05 0.01 0.02
H 0.410 -1.650 0.899 0.06 -0.03 0.05
H 2.199 2.808 -0.151 -0.05 0.01 -0.11
H -0.307 -2.093 -1.122 0.03 -0.01 0.07
H -1.812 -2.960 -1.219 0.10 0.12 -0.02
H -3.184 1.507 -0.478 -0.22 0.15 -0.12
```
Forces are in eV/Å.

=====

What total energy values result from the calculations? In sequence: -2094.69851; -1247.30310; -325.49108; -325.54953; -325.55598; -1518.15734 a.u..
What largest force on an atom values result from the calculations? In sequence: 9.703; 5.339; 9.564; 7.131; 7.464; 1.224 eV Å⁻¹.